309
Properties=species:S:1:pos:R:3:forces:R:3:mulliken_charge:R:1 method="wB97M-V/def2-TZVPD" multiplicity=1 max_force_ev_per_a=3.5 e_tot_ha=-7690.55201 de_lowest_ev=0.0000 homo_ev=-8.125
C 2.874804 4.037134 -0.403101 -2.5 -1.0 -1.1 1.059
O 4.027555 4.561737 0.089758 2.3 0.6 1.3 0.272
P 3.940905 5.942379 0.855277 1.0 0.7 -0.8 -0.103
O 3.410806 7.002230 -0.015178 -0.1 -0.1 0.7 -0.770
O 3.182594 5.567136 2.186318 0.2 -0.1 -0.5 0.495
C 3.202083 6.469399 3.291437 0.1 -0.1 0.7 -1.010
O 5.444272 6.208343 1.354543 -2.7 -1.2 1.9 -0.269
C 6.428239 6.568031 0.485537 1.7 0.1 -2.2 -0.724
H 3.092138 3.184195 -1.055274 0.1 0.1 0.2 -0.252
H 2.335453 4.789237 -1.001178 0.0 -0.2 0.2 0.092
H 2.226398 3.690755 0.416710 0.0 0.0 -0.3 -0.193
H 3.845395 6.021359 4.073492 -0.4 0.3 -0.3 0.249
H 2.171520 6.556358 3.651396 0.3 0.1 0.0 0.156
H 3.599759 7.445014 3.003220 -0.1 -0.1 0.1 0.562
H 7.397786 6.139499 0.789358 -0.4 0.3 0.2 0.200
H 6.480168 7.646956 0.393182 0.2 0.2 0.0 0.277
H 6.209654 6.149136 -0.503929 0.2 0.2 -0.1 0.288
C 4.300194 3.020863 -8.426895 1.4 1.4 -0.9 -0.799
O 3.775448 1.932622 -7.769934 -1.2 -1.8 1.0 -0.296
P 4.106099 1.763908 -6.237254 1.0 0.2 1.2 0.657
O 5.523200 1.569938 -5.858534 -1.0 -0.2 -0.5 -0.770
O 3.523383 3.124771 -5.648443 -0.6 -0.2 -1.2 -0.379
C 3.620085 3.347827 -4.266954 0.0 -0.3 1.1 -0.413
O 3.081357 0.680475 -5.707194 -0.2 1.3 -1.1 0.388
C 3.480855 -0.545772 -5.153477 1.0 -1.4 0.1 -0.579
H 4.045352 2.983121 -9.479543 -0.1 -0.2 -0.1 0.265
H 5.393834 3.005783 -8.330108 -0.2 0.2 -0.1 0.323
H 3.906277 3.942450 -8.017130 0.0 0.3 0.1 0.287
H 3.727453 2.392174 -3.721272 0.0 0.4 -0.1 0.103
H 2.698017 3.829821 -3.912158 0.3 0.0 -0.2 0.126
H 4.500285 3.961070 -4.088449 -0.1 0.1 0.3 0.419
H 3.498912 -1.353302 -5.910255 -0.1 0.5 0.3 0.086
H 2.755886 -0.815484 -4.392606 0.0 0.1 0.1 -0.023
H 4.496554 -0.433325 -4.737813 -0.5 -0.2 0.0 0.511
C -3.329775 -4.928748 -2.599289 1.4 -0.5 2.3 -0.010
O -4.141719 -4.564713 -3.629535 -0.7 0.8 -2.1 -0.119
P -5.706934 -4.651184 -3.505085 0.4 0.4 0.0 1.066
O -6.230009 -5.936071 -3.119569 -0.6 -1.2 0.5 -0.845
O -6.120135 -3.526541 -2.470622 -0.5 -0.9 0.2 -0.286
C -5.717483 -2.205545 -2.680931 0.7 1.4 0.1 0.350
O -6.080639 -4.129508 -4.937097 0.9 0.1 -0.1 -0.303
C -7.404562 -4.328192 -5.367381 -1.2 -0.1 0.0 -0.886
H -3.507558 -5.955553 -2.264070 0.0 0.0 -0.1 0.410
H -3.494008 -4.279096 -1.726842 0.1 -0.1 -0.1 -0.235
H -2.282156 -4.827679 -2.895562 -0.2 0.0 -0.1 0.062
H -5.052464 -1.905809 -1.844654 -0.3 0.0 -0.4 -0.292
H -6.588589 -1.538311 -2.721577 0.2 -0.2 0.0 0.196
H -5.168393 -2.110906 -3.620305 0.0 0.2 0.0 0.039
H -7.881699 -3.360116 -5.468605 -0.1 0.2 0.1 0.280
H -7.958244 -4.955015 -4.656492 0.1 0.2 -0.2 0.388
H -7.427631 -4.810078 -6.335376 0.3 -0.2 -0.2 0.253
C 2.296778 -6.271166 -2.987106 -1.1 0.6 0.3 -0.704
O 1.517417 -5.350628 -3.838362 -0.7 -1.4 1.7 -0.387
P 2.177879 -4.568380 -4.963747 1.1 2.2 -1.5 0.987
O 3.355263 -3.774899 -4.601000 0.1 0.2 0.3 -0.815
O 2.506498 -5.681430 -6.032542 -0.3 -0.1 -0.5 -0.465
C 3.078472 -5.204508 -7.268629 -0.2 -0.4 -0.5 -0.694
O 1.072824 -3.559479 -5.563541 1.3 -0.5 0.9 0.369
C -0.201045 -4.003306 -5.935206 -1.0 -1.4 -0.5 -0.107
H 1.814213 -6.170227 -1.998704 0.4 -0.2 -0.5 0.220
H 3.349188 -6.002181 -2.942789 -0.1 0.2 -0.1 0.275
H 2.161904 -7.267827 -3.382688 0.0 -0.2 0.0 0.304
H 3.537942 -4.229512 -7.125708 0.1 0.0 0.0 0.279
H 2.278236 -5.153258 -8.026255 0.3 0.1 0.3 0.259
H 3.823031 -5.938953 -7.595194 -0.2 0.2 0.2 0.269
H -0.372898 -3.762442 -6.990611 0.0 0.0 0.2 0.304
H -0.994076 -3.550921 -5.325443 0.4 0.0 0.0 -0.482
H -0.240624 -5.110068 -5.827654 -0.3 0.6 -0.1 0.453
C -4.049328 1.938531 -4.428551 -0.2 0.5 -0.4 -0.132
O -3.652568 0.857630 -5.262580 0.7 -0.3 -1.1 0.361
P -4.627823 0.222919 -6.382571 1.5 0.3 2.1 0.534
O -5.860508 -0.083572 -5.709491 -1.9 -1.2 0.2 -0.817
O -4.869170 1.225629 -7.544779 0.6 0.3 -0.7 -0.320
C -3.769313 1.618037 -8.368035 0.2 0.8 -0.7 -0.528
O -3.646808 -0.871185 -6.975907 -1.6 1.3 -1.3 -0.430
C -2.957808 -1.802733 -6.224523 1.3 -0.8 1.7 0.075
H -3.828402 2.876235 -4.951406 -0.2 0.0 0.2 0.382
H -3.454896 1.912264 -3.529250 0.1 -0.1 0.2 -0.547
H -5.108191 1.888282 -4.182317 0.0 0.0 0.0 0.416
H -3.754945 2.719499 -8.434570 -0.1 -0.5 0.1 0.266
H -3.918038 1.210021 -9.372349 0.0 0.0 0.2 0.296
H -2.799399 1.289429 -7.988187 -0.2 -0.1 0.1 0.137
H -2.876476 -1.476061 -5.172895 0.0 -0.1 -0.4 -0.201
H -1.940991 -1.859986 -6.616089 -0.1 0.0 0.0 0.119
H -3.406634 -2.797683 -6.221718 -0.3 0.1 -0.3 0.418
C -0.084104 3.975055 5.005092 -0.1 -0.4 -0.2 -1.693
C 0.283137 2.967375 3.842497 0.2 0.5 0.7 1.454
C 1.813023 2.558363 3.891649 -2.6 0.6 -0.9 -0.409
C 2.069784 1.676335 5.081294 0.1 0.6 0.0 -1.326
C 1.246382 0.406198 4.934176 0.0 -0.4 0.4 0.014
C -0.277762 0.674727 4.863236 0.3 -0.1 -1.0 1.895
N -0.499266 1.732024 3.820985 0.7 0.0 0.8 0.387
O -1.844391 2.015158 3.617469 -0.8 -0.6 -1.4 0.526
C -1.046663 -0.520089 4.299673 -0.7 -0.2 0.0 -1.767
C -0.807145 0.944047 6.277190 0.0 -0.1 -0.7 -1.825
C -0.028812 3.734972 2.547879 0.9 -0.5 -0.2 -0.884
H 0.024141 3.611909 6.031828 0.0 -0.2 -0.3 0.298
H -1.123807 4.316799 4.882315 0.3 -0.1 0.0 0.302
H 0.547647 4.864745 4.946107 0.0 0.0 -0.2 0.365
H 1.981466 2.054467 2.937716 0.2 -0.3 0.1 -0.534
H 2.300972 3.510712 3.794142 0.8 0.3 0.5 0.423
H 1.776357 2.215400 5.993543 0.1 -0.1 -0.1 0.529
H 3.137993 1.500006 5.159302 0.2 -0.4 0.1 0.219
H 1.421728 -0.234443 5.814510 -0.1 0.0 -0.3 0.608
H 1.588883 -0.161799 4.058461 -0.2 0.2 0.0 -0.880
H -1.154990 -1.355429 5.009388 0.3 0.2 -0.2 0.605
H -2.063536 -0.135610 4.121211 0.2 -0.4 -0.1 0.380
H -0.654144 -0.881182 3.338434 0.1 0.1 0.3 -0.363
H -0.104294 1.580945 6.806507 -0.4 0.2 0.3 0.434
H -1.831124 1.354257 6.217897 0.5 -0.1 0.4 0.136
H -0.814363 -0.048520 6.737966 -0.2 0.3 0.3 0.545
H 0.564149 4.648250 2.579198 -0.1 0.2 -0.2 0.476
H -1.089147 3.976704 2.416433 0.3 -0.2 0.1 0.451
H 0.350612 3.140608 1.689182 -0.5 0.3 0.3 -0.771
H -2.320753 2.420983 4.341209 0.4 0.4 1.0 0.159
C 8.105617 0.314228 0.288349 -0.1 0.2 0.4 -2.066
C 7.281365 1.329766 1.068811 1.8 1.4 0.1 1.833
C 5.910001 0.790414 1.338296 -0.1 0.1 1.0 -1.011
C 5.163696 1.758966 2.289826 -1.5 -0.3 -2.2 2.722
C 5.840438 1.901101 3.604205 2.4 1.1 0.3 -1.872
C 7.332758 2.460881 3.443191 0.5 -2.2 -0.4 2.014
N 8.012648 1.627506 2.384844 -1.2 -1.1 0.1 0.021
O 9.250945 2.237525 2.116442 0.9 0.0 -0.2 -0.499
C 7.306152 3.925781 3.118598 -1.6 1.1 1.3 -1.185
C 8.189016 2.264663 4.737858 -0.6 0.8 0.1 -1.983
C 7.291581 2.611206 0.206798 -0.8 0.3 0.2 -1.568
H 7.839700 0.312626 -0.775672 0.0 -0.1 0.3 0.315
H 7.926990 -0.645363 0.730829 0.1 -0.8 0.0 0.419
H 9.148639 0.571766 0.413109 0.3 0.0 -0.3 0.527
H 5.501659 0.594795 0.332760 -0.5 0.3 0.6 -0.102
H 5.932668 -0.180257 1.851893 0.4 0.0 -0.2 0.493
H 4.146969 1.372572 2.448111 0.1 0.1 0.0 -0.663
H 5.029614 2.676253 1.689009 0.0 0.1 0.8 -1.255
H 5.841871 0.944977 4.114031 0.2 -0.3 0.2 0.359
H 5.398504 2.633672 4.276549 -0.5 0.0 0.0 0.359
H 6.466589 4.205011 2.488116 0.2 -0.1 -0.5 -0.004
H 6.994867 4.407742 4.068714 0.5 0.1 -0.2 0.353
H 8.222641 4.386261 2.790178 0.4 -0.2 -0.2 0.298
H 9.158640 2.783423 4.659735 -0.4 -0.2 -0.2 0.417
H 7.652104 2.758173 5.555810 0.0 0.0 0.0 0.397
H 8.370005 1.249946 5.081520 -0.1 -0.3 -0.5 0.415
H 6.790764 2.434344 -0.750874 0.3 -0.1 0.0 0.427
H 8.326247 2.938646 0.073388 -0.2 -0.1 -0.2 0.416
H 6.742572 3.439289 0.670295 0.1 -0.2 -0.1 -0.011
H 9.937792 1.585548 2.349115 -0.6 0.3 -0.1 0.368
C -1.308535 3.425391 -2.465344 0.8 0.7 -0.1 -0.113
C -1.519795 4.859324 -1.907789 -0.6 -0.7 0.6 1.985
C -0.399729 5.833578 -2.254499 -0.8 -0.6 -1.3 -0.407
C -0.815914 7.254006 -2.041545 -0.4 1.7 0.1 -0.658
C -2.062573 7.661822 -2.859968 0.2 -1.5 0.5 -1.303
C -3.211974 6.721087 -2.490540 -0.5 -1.4 0.0 1.511
N -2.746197 5.282904 -2.568199 0.1 1.8 -0.5 -0.043
O -3.804915 4.428702 -2.298477 -0.8 -0.9 -1.0 0.392
C -3.784488 7.057898 -1.101226 0.2 0.3 0.0 -1.209
C -4.357873 6.812704 -3.520035 0.4 0.6 0.7 -1.879
C -1.662607 4.810165 -0.379134 0.6 -0.2 0.3 -0.839
H -1.423334 3.441995 -3.567928 0.0 0.0 0.6 0.216
H -2.042615 2.750405 -2.031710 0.1 -0.1 0.0 -0.924
H -0.298250 3.073568 -2.225752 -0.1 -0.1 0.0 -0.077
H 0.501065 5.576931 -1.724731 0.3 -0.1 0.3 -0.664
H -0.206782 5.698874 -3.330483 0.2 0.0 0.1 0.555
H 0.009545 7.925186 -2.281595 0.1 0.0 0.0 0.510
H -1.079291 7.483075 -1.003026 0.4 -0.3 0.0 0.231
H -1.859240 7.623536 -3.924597 0.0 -0.1 -0.3 0.331
H -2.432731 8.640418 -2.615657 0.2 0.7 0.1 0.495
H -2.995895 7.221589 -0.342431 -0.5 0.1 -0.4 0.285
H -4.390343 7.966590 -1.217926 0.1 -0.1 0.3 0.564
H -4.437541 6.256702 -0.736017 0.1 0.2 -0.1 -0.164
H -4.625875 7.875512 -3.593391 -0.1 -0.2 -0.3 0.477
H -4.025511 6.407632 -4.472037 -0.1 0.1 -0.1 0.386
H -5.217252 6.253262 -3.160024 -0.1 0.0 -0.1 0.268
H -1.620339 5.780449 0.114455 0.0 0.1 -0.2 0.588
H -0.820848 4.253903 0.026225 0.1 -0.2 0.0 -0.458
H -2.559629 4.315665 -0.021812 -0.3 -0.2 0.0 0.064
H -3.991549 4.259326 -1.369618 0.3 0.5 0.8 -0.181
C -0.829252 -2.510514 -0.375447 -0.6 0.8 0.0 -0.583
C -0.561045 -1.510491 -1.509576 0.6 -0.1 -0.3 2.086
C -1.239053 -0.193427 -1.186146 0.5 1.2 -0.3 0.033
C -0.584760 0.545354 0.013248 -1.6 0.1 0.2 0.101
C 0.848147 0.844508 -0.265252 0.8 -0.5 -1.1 0.798
C 1.633289 -0.430049 -0.587691 -0.3 -0.5 -0.8 2.596
N 0.879926 -1.204551 -1.693463 0.5 0.7 0.0 0.830
O 1.577701 -2.439240 -1.882515 0.2 -0.7 0.8 0.729
C 2.976636 -0.079800 -1.203265 0.1 0.1 -0.4 -0.020
C 1.831311 -1.294202 0.622715 0.7 -0.2 0.8 -0.487
C -1.034375 -2.112348 -2.863579 0.4 0.0 0.2 -0.421
H -1.812042 -2.968021 -0.564233 0.3 0.0 0.4 -0.248
H -0.809327 -1.984378 0.597307 -0.4 -0.6 -0.5 -0.713
H -0.036915 -3.231554 -0.385520 0.2 -0.7 0.1 0.349
H -1.073335 0.547059 -1.985625 -0.2 -0.6 -0.4 -0.597
H -2.324204 -0.361453 -1.129975 0.3 0.1 0.4 -0.225
H -0.751851 -0.002749 0.927846 0.2 -0.1 0.5 -0.659
H -1.090980 1.502588 0.157737 -0.3 0.0 0.0 0.781
H 1.410388 1.394595 0.513850 -0.5 -0.2 -0.2 -0.359
H 0.857817 1.429657 -1.202134 0.2 0.1 0.3 -1.068
H 3.403006 -1.021649 -1.572300 0.3 0.4 0.1 -0.417
H 2.784164 0.568810 -2.073361 0.2 -0.1 0.2 -0.599
H 3.679303 0.417364 -0.501162 -0.6 -0.4 -0.3 -0.843
H 2.502581 -0.833088 1.374521 -0.4 0.1 -0.3 0.167
H 0.886500 -1.566886 1.073405 0.1 0.1 0.4 -0.542
H 2.339181 -2.205727 0.332258 0.0 -0.3 0.0 0.014
H -2.128919 -2.016924 -2.950551 0.3 -0.1 0.0 -0.109
H -0.750358 -3.182869 -2.879307 -0.3 0.4 0.0 0.100
H -0.527440 -1.635370 -3.729558 -0.4 0.0 0.6 -0.640
H 1.685421 -2.682198 -2.813413 -0.3 0.9 -0.2 -0.254
C 2.849966 -3.239960 3.526139 -0.4 -0.6 -0.8 -1.985
C 2.980189 -3.717020 4.943870 0.5 -1.2 1.1 2.083
C 1.586742 -3.675338 5.721884 2.1 0.1 -1.4 -0.211
C 1.770434 -4.357888 7.057507 -1.2 -0.3 0.5 -0.720
C 2.102378 -5.840362 6.867079 1.6 0.3 -0.7 -1.315
C 3.504678 -5.948549 6.169070 -0.2 -0.4 -0.1 1.448
N 3.517122 -5.170219 4.913095 -0.9 1.1 -0.2 0.095
O 4.800401 -5.251272 4.307887 -1.0 -0.8 -1.1 -0.449
C 4.577309 -5.456640 7.114798 0.3 -0.8 0.4 -1.617
C 3.752538 -7.433388 5.797591 -0.2 1.1 0.1 -1.890
C 3.995446 -2.825293 5.670648 -0.7 -0.5 -0.5 -1.499
H 2.410045 -2.237792 3.468150 -0.1 -0.2 0.1 -0.261
H 2.213048 -3.980597 3.028543 -0.1 0.4 -0.2 0.608
H 3.790908 -3.227181 2.959725 -0.1 0.0 0.4 0.511
H 1.419663 -2.594143 5.709188 -0.4 -0.1 0.6 -0.420
H 0.801170 -4.124939 5.112899 0.0 -0.2 0.0 0.333
H 0.863185 -4.280266 7.657972 -0.2 0.1 0.0 0.341
H 2.536270 -3.870563 7.660166 -0.1 0.0 -0.1 0.479
H 1.380761 -6.370553 6.235164 -0.1 0.2 0.2 0.382
H 2.233742 -6.382258 7.815556 -0.3 0.2 -0.2 0.512
H 4.216197 -4.580100 7.612360 0.4 0.3 0.5 0.437
H 4.769572 -6.229770 7.872120 0.2 0.2 -0.1 0.447
H 5.505269 -5.242743 6.567768 -0.2 -0.1 0.4 0.239
H 3.450134 -8.044168 6.655207 0.2 -0.1 -0.2 0.377
H 3.105681 -7.604327 4.931675 0.3 -0.4 0.1 0.458
H 4.812562 -7.577005 5.553523 -0.4 -0.2 0.0 0.375
H 4.027344 -3.087719 6.712055 0.4 0.4 0.2 0.405
H 3.676969 -1.800178 5.563100 0.2 0.5 -0.1 0.124
H 4.936439 -3.010570 5.159892 0.3 0.6 0.3 0.447
H 5.486242 -4.734532 4.723016 0.1 0.6 0.8 0.303
C -5.245528 -7.716475 2.551364 -0.1 0.2 0.8 -1.995
C -4.563567 -6.418108 2.101553 0.4 0.6 0.2 1.764
C -5.406738 -5.591424 1.067981 -1.0 0.0 1.8 -1.582
C -4.857889 -4.176066 0.841429 0.6 -0.5 -0.5 1.883
C -4.789077 -3.443277 2.178623 0.2 -0.1 0.3 -1.468
C -3.865010 -4.190894 3.156947 -0.7 -0.2 0.6 2.752
N -4.409547 -5.575116 3.354114 -0.5 0.5 -1.8 -0.089
O -3.539302 -6.223059 4.233350 0.8 -0.7 0.5 -0.500
C -2.408943 -4.121034 2.712092 0.2 0.2 0.1 -0.438
C -3.950301 -3.563473 4.557331 -0.2 0.7 -0.4 -2.264
C -3.235371 -6.791860 1.395622 -0.3 -0.2 0.2 -1.324
H -6.230127 -7.499045 2.975844 0.1 0.1 0.0 0.439
H -4.654415 -8.218968 3.350346 -0.3 0.4 -0.6 0.369
H -5.403685 -8.428797 1.754457 0.1 -0.1 -0.4 0.404
H -5.552786 -6.277289 0.241155 0.1 0.4 -0.7 0.409
H -6.427641 -5.380740 1.484882 0.6 -0.6 -0.1 0.252
H -5.439743 -3.625464 0.099725 -0.2 -0.1 0.1 0.275
H -3.844378 -4.235396 0.401427 -0.3 0.2 0.2 -1.501
H -5.785779 -3.322496 2.643090 0.3 -0.1 -0.3 0.420
H -4.362518 -2.440294 2.052148 -0.1 -0.1 -0.1 0.063
H -2.269709 -4.312704 1.647640 0.1 -0.1 0.3 -0.526
H -2.015908 -3.108914 2.895989 -0.1 -0.2 0.1 -0.368
H -1.858372 -4.829366 3.338006 0.2 0.1 -0.3 0.602
H -3.120330 -3.841072 5.195930 0.2 -0.2 0.1 0.391
H -3.923811 -2.479226 4.441816 0.1 0.2 0.1 0.305
H -4.884182 -3.794238 5.066191 -0.1 -0.2 -0.1 0.506
H -2.830856 -5.951829 0.839260 0.2 -0.1 0.1 0.135
H -3.494825 -7.543574 0.643421 0.2 -0.1 0.2 0.456
H -2.494502 -7.195507 2.107136 -0.3 0.2 -0.4 0.269
H -4.010168 -6.269508 5.071378 -0.1 0.0 -0.1 0.374
C -4.482285 1.356773 -0.374891 -0.3 -0.5 0.8 -0.180
C -5.975807 1.624931 -0.244547 -0.5 -0.3 0.5 2.222
C -6.670808 0.434787 0.457479 -0.2 1.2 -0.2 -1.437
C -6.287730 0.377903 1.963432 -0.9 -1.4 -1.1 0.416
C -6.819043 1.573624 2.701534 0.9 1.1 -0.3 -1.479
C -6.163970 2.826191 2.072396 1.1 0.5 -0.8 2.223
N -6.363592 2.824588 0.560673 -0.8 -0.7 0.6 -0.313
O -5.690224 3.955750 0.060224 1.0 0.5 -0.1 -0.119
C -6.765608 4.142890 2.601452 -0.4 -0.8 -0.4 -2.052
C -4.639353 2.847891 2.367685 0.5 0.7 0.7 -1.840
C -6.542463 1.855567 -1.655502 0.2 1.0 0.1 -1.684
H -4.031220 1.070210 0.596312 -0.1 0.3 -0.9 -0.258
H -3.995694 2.211393 -0.826245 0.4 0.0 0.0 0.061
H -4.417772 0.482926 -1.014229 0.3 -0.1 -0.4 -0.044
H -7.737283 0.694612 0.397132 0.0 -0.3 0.1 0.381
H -6.545844 -0.465060 -0.170887 0.3 0.1 0.7 0.227
H -5.216214 0.240676 2.082139 0.0 -0.1 0.2 -0.269
H -6.816796 -0.487457 2.345177 0.3 -0.5 0.3 0.412
H -6.495000 1.556255 3.758576 -0.3 0.0 -0.4 0.411
H -7.911176 1.606868 2.651024 0.1 0.1 0.0 0.283
H -6.196435 5.027049 2.320617 0.1 -0.1 0.0 0.222
H -7.772157 4.223031 2.184474 0.0 0.2 0.1 0.481
H -6.844337 4.078431 3.680494 0.0 0.1 0.3 0.498
H -4.025266 2.006117 2.043998 -0.5 0.1 0.2 0.323
H -4.196247 3.742577 1.898374 -0.2 -0.3 0.1 0.365
H -4.421864 2.965332 3.448748 -0.4 0.0 -0.3 0.399
H -5.972591 2.679736 -2.082282 0.1 0.2 -0.1 0.047
H -7.578802 2.207056 -1.645801 0.0 -0.4 0.1 0.521
H -6.388367 1.069714 -2.386735 -0.2 -0.6 0.3 0.145
H -6.238588 4.339378 -0.627412 -0.5 -0.1 0.0 0.304
C 4.567390 -3.923177 -1.504547 0.0 0.1 0.7 -0.787
N 5.534689 -3.202690 -0.582635 -0.3 0.0 -1.2 0.881
O 5.092116 -2.636153 0.385807 -0.4 0.1 0.4 -0.412
O 6.697995 -3.214595 -0.904910 0.5 -0.1 0.0 -0.594
H 4.071474 -4.615225 -0.833412 -0.2 -0.2 -0.1 0.360
H 5.123239 -4.435902 -2.282099 0.1 0.2 0.1 0.348
H 3.833994 -3.219873 -1.908635 0.3 0.0 0.2 0.169
C -0.100333 1.945528 -6.077936 -0.1 0.7 0.2 -0.998
N 0.220642 0.777881 -5.220333 -0.1 -1.0 -0.3 0.819
O 0.649671 0.935056 -4.090139 -0.4 0.1 -0.9 -0.053
O 0.004095 -0.311991 -5.754191 0.3 0.7 0.7 -0.521
H 0.280514 2.834906 -5.590961 0.1 0.1 0.1 0.267
H -1.184826 2.021238 -6.178953 0.1 -0.3 0.2 -0.001
H 0.338654 1.825841 -7.062807 0.2 -0.3 0.1 0.385